(1)
Formula: H12O6
Source: the Open Molecules 2025 dataset
Level of theory: wB97M-V/def2-TZVPD

Structure (ORCA input):
```
! RIJCOSX wB97M-V def2-TZVPD def2/J DEFGRID3
* xyz 0 1
O 1.146 -0.401 1.706
H 0.864 -0.948 0.867
H 1.449 0.535 1.420
O -4.364 -2.262 1.058
H -4.903 -2.831 1.549
H -3.592 -1.830 1.730
O -0.695 -1.302 -0.394
H -0.403 -1.481 -1.282
H -1.588 -1.088 -0.400
O -2.007 -1.364 2.032
H -2.429 -0.476 2.048
H -1.067 -1.412 1.675
O 1.877 2.409 -0.595
H 1.623 2.814 -1.431
H 2.138 2.873 0.242
O 3.931 2.676 -3.690
H 4.471 2.730 -4.398
H 4.327 3.058 -2.952
*
```

Output
LUMO energy: 0.01475 hartree
F_max: 4.99 eV Å⁻¹
structure (SMILES): O.O.O.O.O.O
energy above the lowest of the compared OMol25 structures with the same formula, charge and spin: 2.845 eV

---

(2)
Formula: C15H11N2O3S
Source: the Open Molecules 2025 dataset
Level of theory: wB97M-V/def2-TZVPD

Structure (ORCA input):
```
! RIJCOSX wB97M-V def2-TZVPD def2/J DEFGRID3
* xyz -1 1
N -3.989 2.157 2.938
C -3.412 1.259 2.142
C -1.822 1.096 2.246
C -1.241 -0.249 1.625
C -1.168 -1.598 2.431
C -1.707 -1.751 3.922
O -1.931 -0.799 4.737
O -1.902 -3.061 4.370
C -0.543 -2.877 1.763
C 0.037 -2.875 0.306
C -0.058 -1.533 -0.512
C -0.678 -0.278 0.176
S -0.700 1.279 -0.862
C 0.849 1.084 -1.888
C 1.718 2.294 -2.330
C 2.966 2.005 -3.220
O 3.733 3.142 -3.633
C 3.366 0.585 -3.680
C 2.486 -0.600 -3.183
C 1.221 -0.371 -2.278
N 0.460 -1.585 -1.901
H -3.220 2.570 3.508
H -4.097 0.705 1.419
H -1.364 2.026 1.727
H -1.542 1.184 3.347
H -0.443 -3.872 2.326
H 0.516 -3.803 -0.174
H 1.425 3.339 -1.992
H 4.390 3.399 -2.952
H 4.271 0.384 -4.355
H 2.746 -1.675 -3.491
H -0.367 -1.584 -2.532
*
```

Output
LUMO energy: 0.08161 hartree
F_max: 5.98 eV Å⁻¹
structure (SMILES): [H]/N=C\Cc1c(C(=O)[O-])ccc2c1Sc1cc(O)ccc1N2

---

(3)
Formula: C4H14O4P2Si
Source: the Open Molecules 2025 dataset
Level of theory: wB97M-V/def2-TZVPD

Structure (ORCA input):
```
! RIJCOSX wB97M-V def2-TZVPD def2/J DEFGRID3
* xyz 0 1
O -3.810 2.147 1.379
P -3.215 2.319 0.004
O -1.942 3.412 -0.019
O -4.309 2.955 -1.101
P -2.426 0.510 -0.900
Si -1.485 -0.788 0.649
C -0.110 -1.763 -0.237
C 1.328 -1.613 0.399
C 2.395 -1.197 -0.690
C 3.312 -0.103 -0.033
O 4.104 -0.808 0.932
H -1.646 3.555 0.887
H -3.776 3.098 -1.898
H -3.578 -0.204 -1.370
H -2.529 -1.734 1.109
H -1.037 -0.057 1.836
H -0.054 -1.415 -1.296
H -0.358 -2.845 -0.309
H 1.639 -2.605 0.788
H 1.381 -0.914 1.256
H 3.006 -2.094 -0.926
H 1.949 -0.755 -1.601
H 2.637 0.625 0.474
H 3.928 0.438 -0.779
H 4.596 -0.164 1.445
*
```

Output
LUMO energy: 0.01505 hartree
F_max: 2.80 eV Å⁻¹
structure (SMILES): O=P(O)(O)P[SiH2]CCCCO

---

(4)
Formula: C41H52IrN5O3S3Se
Source: the Open Molecules 2025 dataset
Level of theory: wB97M-V/def2-TZVPD

Structure (ORCA input):
```
! RIJCOSX wB97M-V def2-TZVPD def2/J DEFGRID3
* xyz 1 2
Ir -0.847 -0.410 -0.988
C -0.101 2.694 6.070
C -0.284 1.171 5.983
C 1.074 0.477 6.188
C -1.210 0.756 7.128
C -0.806 0.756 4.616
C -0.234 1.271 3.450
C -0.623 0.815 2.210
Se -0.052 1.738 0.586
C 1.782 1.136 0.283
C 2.782 1.403 1.190
C 4.101 1.029 0.927
C 4.347 0.399 -0.295
C 3.371 0.119 -1.235
C 2.018 0.499 -0.967
O 1.042 0.288 -1.777
C 3.682 -0.562 -2.558
C 5.154 -0.961 -2.693
C 3.344 0.421 -3.687
C 2.828 -1.830 -2.709
C 5.174 1.292 1.974
C 4.859 0.427 3.208
C 5.182 2.776 2.376
C 6.583 0.934 1.496
C -1.635 -0.173 2.042
O -1.919 -0.653 0.892
C -2.340 -0.569 3.230
C -1.874 -0.130 4.452
C -3.628 -1.360 3.078
C -3.375 -2.714 2.403
C -4.332 -1.607 4.416
C -4.563 -0.518 2.192
H 0.137 2.974 7.094
H -1.016 3.208 5.787
H 0.708 3.051 5.438
H 1.517 0.792 7.130
H 1.768 0.721 5.387
H 0.943 -0.602 6.217
H -0.764 1.039 8.078
H -1.365 -0.318 7.159
H -2.172 1.255 7.054
H 0.511 2.047 3.504
H 2.523 1.908 2.107
H 5.361 0.122 -0.526
H 5.800 -0.087 -2.681
H 5.300 -1.469 -3.644
H 5.455 -1.642 -1.900
H 3.987 1.297 -3.633
H 2.310 0.743 -3.614
H 3.489 -0.057 -4.652
H 2.974 -2.495 -1.859
H 3.113 -2.357 -3.615
H 1.774 -1.578 -2.780
H 3.869 0.638 3.606
H 5.587 0.620 3.991
H 4.914 -0.628 2.944
H 4.257 3.075 2.863
H 5.333 3.408 1.503
H 5.999 2.959 3.071
H 6.652 -0.110 1.203
H 7.289 1.089 2.310
H 6.890 1.564 0.667
H -2.392 -0.470 5.330
H -2.756 -3.351 3.033
H -2.882 -2.573 1.446
H -4.323 -3.216 2.229
H -3.704 -2.175 5.098
H -5.240 -2.180 4.242
H -4.614 -0.667 4.886
H -4.145 -0.405 1.196
H -4.710 0.471 2.623
H -5.529 -1.006 2.106
S -1.103 3.131 -6.509
C -1.855 2.481 -5.191
S -1.372 1.004 -4.391
C -2.680 1.290 -3.207
N -3.334 2.371 -3.455
N -2.909 3.016 -4.531
C -3.467 4.295 -4.803
C -4.114 4.560 -6.002
C -4.644 5.822 -6.214
C -4.515 6.808 -5.249
C -3.883 6.525 -4.048
C -3.366 5.265 -3.814
S -3.055 0.220 -1.955
H -4.211 3.792 -6.753
H -5.154 6.033 -7.141
H -4.895 7.799 -5.438
H -3.781 7.289 -3.295
H -2.884 5.026 -2.880
C -0.377 -5.302 -1.785
N 0.205 -4.445 -0.779
C 0.897 -4.919 0.273
C 1.396 -4.086 1.224
C 1.186 -2.688 1.055
N 0.498 -2.245 0.013
C -0.028 -3.087 -0.897
O -0.712 -2.659 -1.828
N 1.669 -1.794 1.919
H -0.174 -6.344 -1.550
H 0.040 -5.043 -2.759
H -1.453 -5.126 -1.825
H 1.036 -5.989 0.309
H 1.933 -4.461 2.075
H 2.184 -2.067 2.738
H 1.540 -0.814 1.719
*
```

Output
LUMO energy (spin up / spin down): -0.14913 / -0.22886 hartree
F_max: 3.99 eV Å⁻¹
energy above the lowest of the compared OMol25 structures with the same formula, charge and spin: 2.477 eV

---

(5)
Formula: C21H29N4O
Source: the Open Molecules 2025 dataset
Level of theory: wB97M-V/def2-TZVPD

Structure (ORCA input):
```
! RIJCOSX wB97M-V def2-TZVPD def2/J DEFGRID3
* xyz 1 1
C 1.089 0.286 3.177
C 0.140 1.294 2.547
H 0.312 2.286 2.972
N 0.264 1.380 1.068
C 1.642 1.744 0.658
C 1.846 1.781 -0.846
H 1.628 0.813 -1.290
H 2.892 2.000 -1.044
H 1.254 2.550 -1.333
H 1.880 2.717 1.098
H 2.317 0.997 1.075
C -0.762 2.299 0.501
H -1.476 2.563 1.284
H -0.281 3.218 0.167
C -1.535 1.654 -0.656
N -2.421 0.625 -0.185
C -2.069 -0.605 0.322
N -3.060 -1.289 0.791
C -4.174 -0.506 0.599
C -5.505 -0.751 0.911
C -6.421 0.234 0.603
C -6.034 1.433 0.003
C -4.716 1.695 -0.315
C -3.792 0.710 -0.011
H -4.430 2.626 -0.782
H -6.785 2.175 -0.219
H -7.464 0.077 0.829
H -5.796 -1.681 1.370
N -0.713 -0.998 0.362
H -0.625 -1.669 1.124
C -0.246 -1.668 -0.876
C 1.245 -1.877 -0.839
C 2.016 -1.513 -1.928
C 3.401 -1.707 -1.931
C 4.008 -2.263 -0.808
C 3.232 -2.630 0.278
C 1.862 -2.444 0.273
H 1.279 -2.774 1.119
H 3.707 -3.078 1.137
H 5.072 -2.429 -0.777
O 4.041 -1.308 -3.051
C 5.430 -1.538 -3.164
H 5.991 -0.981 -2.409
H 5.705 -1.181 -4.154
H 5.665 -2.603 -3.085
H 1.566 -1.103 -2.820
H -0.519 -1.045 -1.731
H -0.756 -2.632 -0.996
H -2.143 2.420 -1.143
H -0.845 1.246 -1.398
H 0.018 0.362 0.703
H -0.888 0.995 2.764
H 2.108 0.658 3.231
H 1.085 -0.654 2.631
H 0.761 0.087 4.193
*
```

Output
LUMO energy: -0.07385 hartree
F_max: 0.77 eV Å⁻¹
structure (SMILES): CC[NH+](CC)CCn1c(NCc2cccc(OC)c2)nc2ccccc21
energy above the lowest of the compared OMol25 structures with the same formula, charge and spin: 0.691 eV

---

(6)
Formula: C39H30MgN8O5
Source: the Open Molecules 2025 dataset
Level of theory: wB97M-V/def2-TZVPD

Structure (ORCA input):
```
! RIJCOSX wB97M-V def2-TZVPD def2/J DEFGRID3
* xyz -2 1
Mg -0.379 -1.134 -0.805
C -1.339 -3.435 -4.423
C -0.178 -3.595 -5.162
C 1.024 -3.253 -4.587
C 1.049 -2.724 -3.291
N -0.079 -2.533 -2.582
C -1.238 -2.891 -3.157
N 2.322 -2.492 -2.797
C 2.596 -1.990 -1.651
N 1.801 -1.470 -0.654
C 2.592 -1.280 0.445
N 2.293 -0.882 1.637
C 0.991 -0.619 1.952
C 0.382 0.544 4.071
C -0.627 -0.504 4.384
C -1.467 -0.965 3.472
C -1.286 -0.688 2.009
N -0.027 -1.271 1.507
C 4.007 -1.592 0.117
C 5.167 -1.515 0.864
C 6.353 -1.874 0.234
C 6.362 -2.296 -1.097
C 5.184 -2.374 -1.833
C 4.015 -2.008 -1.196
H -2.315 -3.670 -4.823
H -0.211 -3.974 -6.177
H 1.966 -3.351 -5.105
H -2.121 -2.735 -2.553
H 1.263 0.471 4.713
H -0.740 -0.765 5.432
H -2.266 -1.646 3.743
H -2.133 -1.172 1.459
H 5.138 -1.180 1.893
H 7.288 -1.823 0.779
H 7.304 -2.565 -1.560
H 5.167 -2.701 -2.864
O -1.232 2.638 -1.265
C -1.379 2.173 -0.141
N -2.014 2.752 0.907
C -1.815 2.002 2.142
C -1.308 0.714 1.491
O 0.855 0.506 2.699
N -0.952 0.874 0.249
C -0.699 2.623 2.986
C 0.118 3.603 2.459
C 1.145 4.230 3.166
C 1.273 3.896 4.534
C 0.538 2.906 5.106
C -0.312 1.972 4.290
C -3.151 1.809 2.858
C -3.485 2.608 3.944
C -4.723 2.474 4.559
C -5.635 1.539 4.091
C -5.305 0.743 3.001
C -4.071 0.875 2.381
H -2.228 3.734 0.906
H -0.059 3.945 1.444
H 1.722 5.027 2.718
H 1.944 4.474 5.165
H 0.632 2.699 6.169
H -1.214 1.716 4.863
H -2.757 3.331 4.296
H -4.971 3.099 5.409
H -6.600 1.429 4.574
H -6.007 0.008 2.626
H -3.836 0.231 1.532
O -2.402 -1.642 -0.763
O -3.408 -1.592 0.305
O -1.257 0.126 -2.429
H -2.649 -0.951 -1.406
H -1.210 1.086 -2.281
N -1.540 -0.117 -3.850
C -0.414 0.007 -4.554
C 0.882 0.352 -4.070
C 1.981 0.335 -4.910
C 1.880 0.016 -6.261
C 0.602 -0.256 -6.768
C -0.508 -0.255 -5.959
H 1.015 0.606 -3.028
H 2.954 0.569 -4.487
H 2.752 0.005 -6.902
H 0.481 -0.483 -7.824
H -1.489 -0.483 -6.361
*
```

Output
LUMO energy: 0.15213 hartree
F_max: 0.58 eV Å⁻¹
energy above the lowest of the compared OMol25 structures with the same formula, charge and spin: 2.049 eV

---

(7)
Formula: C3H8NS
Source: the Open Molecules 2025 dataset
Level of theory: wB97M-V/def2-TZVPD

Structure (ORCA input):
```
! RIJCOSX wB97M-V def2-TZVPD def2/J DEFGRID3
* xyz 1 1
C -1.498 1.232 0.217
C -2.134 -0.103 -0.068
C -0.771 0.124 -0.167
N 0.389 -0.260 -0.506
S 3.550 -0.245 0.134
H -1.612 2.257 -0.077
H -1.419 1.333 1.313
H -2.524 -0.671 0.799
H -2.749 -0.431 -0.899
H 1.235 0.238 -0.425
H 0.593 -1.232 -0.798
H 3.995 -1.083 1.068
H 2.945 -1.161 -0.591
*
```

Output
LUMO energy: -0.17452 hartree
F_max: 3.78 eV Å⁻¹
energy above the lowest of the compared OMol25 structures with the same formula, charge and spin: 1.762 eV

---

(8)
Formula: C12H18CaClN6O4
Source: the Open Molecules 2025 dataset
Level of theory: wB97M-V/def2-TZVPD

Structure (ORCA input):
```
! RIJCOSX wB97M-V def2-TZVPD def2/J DEFGRID3
* xyz 1 1
Ca 1.804 -11.502 9.363
Cl -3.321 -8.275 13.267
O -2.404 -8.397 12.105
O -3.680 -6.885 13.546
O -4.472 -9.070 13.024
O -2.655 -8.764 14.416
C 5.254 -4.646 5.186
C 4.733 -5.583 6.151
N 4.198 -6.333 6.894
H 4.888 -3.696 5.574
H 4.931 -4.944 4.188
H 6.343 -4.667 5.154
C -1.251 -16.139 15.321
C -0.314 -15.442 14.399
N 0.440 -14.898 13.711
H -0.662 -16.194 16.236
H -1.561 -17.100 14.911
H -2.110 -15.536 15.618
C 5.524 -15.078 3.062
C 4.578 -14.191 3.772
N 3.812 -13.500 4.379
H 5.220 -16.125 3.047
H 6.433 -15.031 3.661
H 5.649 -14.704 2.046
C 9.948 -14.562 9.233
C 8.582 -13.954 9.157
N 7.561 -13.433 9.106
H 9.806 -15.632 9.385
H 10.302 -14.086 10.148
H 10.391 -14.291 8.275
C -4.230 -17.214 8.315
C -3.335 -16.003 8.325
N -2.664 -15.042 8.336
H -3.847 -18.013 8.950
H -4.364 -17.564 7.291
H -5.236 -16.891 8.580
C 4.227 -6.117 15.851
C 4.010 -7.137 14.863
N 3.905 -7.972 14.060
H 5.083 -6.270 16.508
H 3.292 -6.141 16.410
H 4.214 -5.144 15.358
*
```

Output
LUMO energy: -0.28398 hartree
F_max: 5.22 eV Å⁻¹
energy above the lowest of the compared OMol25 structures with the same formula, charge and spin: 10.950 eV

---

(9)
Formula: C24H55BBrN4O9P
Source: the Open Molecules 2025 dataset
Level of theory: wB97M-V/def2-TZVPD

Structure (ORCA input):
```
! RIJCOSX wB97M-V def2-TZVPD def2/J DEFGRID3
* xyz 0 1
C -3.397 -0.353 -4.951
C -2.235 0.056 -4.229
C -0.653 0.288 -3.803
P -0.247 2.126 -4.125
C -0.566 2.601 -5.977
C -1.473 3.284 -3.150
C -1.577 2.884 -1.554
O -0.310 0.041 -2.387
C 1.185 0.160 -2.429
O 1.999 0.835 -1.606
O 1.513 -0.627 -3.664
C 0.290 -0.892 -4.465
Br 0.424 -1.067 -6.452
B -0.298 -2.406 -4.043
O -0.068 -3.022 -2.700
O -1.099 -3.188 -5.044
H -4.346 -0.434 -5.670
H -0.056 1.827 -6.695
H -0.136 3.691 -6.128
H -1.738 2.673 -6.151
H -2.539 3.338 -3.684
H -1.032 4.387 -3.197
H -0.475 2.582 -1.206
H -2.030 3.743 -0.881
H -2.264 1.921 -1.503
H -0.777 -2.712 -2.061
H -1.736 -3.793 -4.530
C 3.060 3.306 3.337
C 2.892 2.393 2.125
C 3.217 0.911 2.419
O 4.616 0.620 2.498
C 5.206 0.919 3.754
N 3.706 2.915 1.018
H 4.108 3.524 3.559
H 2.568 4.269 3.159
H 2.607 2.862 4.229
H 1.838 2.444 1.828
H 2.841 0.312 1.580
H 2.695 0.552 3.313
H 4.520 0.741 4.587
H 5.561 1.950 3.763
H 6.078 0.271 3.881
H 3.515 2.360 0.182
H 4.684 2.698 1.232
C -6.696 -5.218 -1.387
C -6.449 -4.120 -2.420
C -5.693 -4.613 -3.675
O -4.289 -4.803 -3.479
C -3.944 -6.043 -2.878
N -5.748 -3.003 -1.771
H -5.799 -5.468 -0.814
H -7.453 -4.895 -0.663
H -7.063 -6.131 -1.865
H -7.432 -3.763 -2.750
H -5.778 -3.836 -4.445
H -6.153 -5.515 -4.095
H -4.611 -6.853 -3.189
H -3.942 -5.944 -1.792
H -2.926 -6.297 -3.186
H -5.673 -2.234 -2.438
H -4.776 -3.295 -1.631
C -2.248 6.163 4.445
C -1.221 5.142 3.961
C -0.449 5.593 2.700
O -1.194 5.485 1.483
C -2.076 6.570 1.239
N -1.894 3.852 3.749
H -3.152 6.176 3.830
H -2.564 5.929 5.468
H -1.824 7.172 4.453
H -0.487 5.017 4.766
H 0.412 4.925 2.576
H -0.041 6.604 2.816
H -1.674 7.521 1.599
H -3.048 6.369 1.690
H -2.227 6.646 0.157
H -1.189 3.150 3.522
H -2.440 3.933 2.886
C 5.499 -4.340 1.363
C 5.453 -3.072 2.214
C 5.330 -3.350 3.729
O 4.018 -3.733 4.153
C 3.717 -5.106 3.955
N 4.360 -2.214 1.732
H 4.517 -4.809 1.253
H 5.853 -4.107 0.353
H 6.184 -5.076 1.794
H 6.400 -2.543 2.054
H 5.548 -2.415 4.260
H 6.076 -4.078 4.068
H 4.593 -5.747 4.096
H 3.290 -5.255 2.963
H 2.956 -5.395 4.686
H 4.396 -1.327 2.237
H 3.482 -2.635 2.048
*
```

Output
LUMO energy: 0.00123 hartree
F_max: 10.06 eV Å⁻¹
structure (SMILES): C#C[C@@]1(P(C)CC)OC(=O)O[C@@]1(Br)B(O)O.COC[C@@H](C)N.COC[C@@H](C)N.COC[C@@H](C)N.COC[C@@H](C)N